i | 11
Properties=species:S:1:pos:R:3 method="wB97M-V/def2-TZVPD" lumo_ev="-0.910 / -0.826" spin_multiplicity=1 gap_ev="8.1 / 8.0" charge=0
C 0.0153 -1.7344 -0.8218
O -0.4909 -0.5629 -0.2440
C 0.4653 1.1808 1.5587
C -0.0988 1.4729 0.4228
C -0.6591 1.4077 -0.7039
H 1.1160 -1.7648 -0.9519
H -0.4804 -1.9580 -1.7680
H -0.2472 -2.5671 -0.1320
H -0.1870 1.1089 2.4167
H 1.5471 1.1836 1.5747
H -0.9803 2.2332 -1.3512

=====

ii | 11
Properties=species:S:1:pos:R:3 method="wB97M-V/def2-TZVPD" smiles="C=C=O.C=C" lumo_ev=0.784 spin_multiplicity=1 gap_ev=9.0 charge=0
C -0.9350 0.8012 1.0852
C 0.2656 0.4683 1.5954
O 1.1496 0.3569 2.3536
H -1.0897 1.8285 0.7563
H -1.7733 0.1305 1.2785
C -0.2239 -0.3651 -1.3667
C 0.9766 -0.7593 -0.8481
H -0.2942 0.5475 -1.9639
H -1.0656 -1.0611 -1.4159
H 1.8857 -0.1780 -1.0260
H 1.1040 -1.7694 -0.4483

=====

Energies, relative to the best one, in kJ/mol: i 343.5; ii 0.0.